Entry 1:
A structure of composition C5H7ClN2, computed with ωB97M-V/def2-TZVPD.

The geometry in XYZ format:
```
15
Properties=species:S:1:pos:R:3:forces:R:3:mulliken_charge:R:1
C -1.46202 -0.16294 -0.44675 0.0612 0.4613 -0.1059 -0.46
C -0.64439 -1.47527 -0.10855 0.1061 -0.3314 0.3578 -0.52
C -0.84035 0.97230 0.25533 -0.4581 -0.6148 0.1750 -0.67
C 0.42720 1.34978 -0.01018 -1.8183 1.6023 -0.3281 0.65
C 1.30325 -0.39659 0.33724 0.9408 -1.9956 0.5811 -0.03
N 1.14729 2.25564 -0.38580 0.6742 0.8220 -0.4530 -0.57
N 0.69108 -1.21066 -0.44046 0.1862 0.2496 -0.1730 -0.43
Cl 2.96559 -0.07303 -0.09041 0.6147 0.0247 0.0484 -0.19
H -2.49361 -0.31475 -0.13455 -0.0016 0.0372 -0.0239 0.32
H -1.41540 -0.03521 -1.52723 -0.0845 -0.0738 -0.0009 0.28
H -1.00436 -2.30093 -0.72114 -0.1796 0.0507 0.0981 0.34
H -0.79814 -1.69751 0.95840 -0.0744 -0.0202 -0.1577 0.33
H -1.21641 1.22593 1.23856 0.0028 0.1303 0.0829 0.29
H 1.18342 -0.32081 1.42476 -0.0063 -0.0337 -0.2895 0.40
H 2.15684 2.18407 -0.34921 0.0368 -0.3085 0.1888 0.26
```
Positions in Å, forces in eV/Å.

Properties
E_HOMO (spin up / spin down): -0.3135 / -0.3135 Eh
Energy above the lowest of the compared OMol25 structures with the same formula, charge and spin: 320.11 kJ/mol
Frontier orbital gap (spin up / spin down): 8.323 / 8.324 eV

***

Entry 2:
The molecule C5H7ClN2, computed with ωB97M-V/def2-TZVPD.

The geometry in XYZ format:
```
15
Properties=species:S:1:pos:R:3:forces:R:3:mulliken_charge:R:1
C -1.97404 1.75439 0.52383 -1.2858 1.3674 0.4214 -0.76
C -1.63830 0.42795 -0.17186 2.4645 0.5757 -3.4480 0.03
C -0.19006 0.16302 0.18821 -2.7016 0.0553 -0.6506 -0.23
C 0.99728 0.22134 0.12700 3.7944 -1.0328 0.4297 0.24
C 2.49537 -0.03158 -0.01152 -1.2494 4.4275 -3.7664 0.25
H -1.63805 1.77634 1.57633 0.4306 -0.1791 -0.6174 0.27
H -1.27771 2.36263 -0.18109 -1.6514 0.1028 1.9559 0.27
H -3.08834 2.17433 0.71772 2.3831 -1.1993 -1.5926 0.28
H -1.36228 0.80494 -1.38097 -1.6568 -1.6727 3.1636 0.23
H 2.52537 -1.80021 1.24628 2.0397 3.7410 -2.1922 0.31
H 4.05849 -1.31235 0.17966 -3.3901 1.8155 2.2176 0.35
H 2.91208 1.41600 -1.25827 -1.4023 1.6050 -1.0187 0.21
N 3.11412 -0.89397 0.73616 2.1906 -8.3877 2.4537 -0.52
N 3.27454 0.60929 -0.86524 -0.4836 -2.5643 2.2367 -0.74
Cl -2.64657 -1.09645 -0.23118 0.5183 1.3458 0.4076 -0.19
```
Positions in Å, forces in eV/Å.

Properties
E_HOMO: -0.3344 Eh
Energy above the lowest of the compared OMol25 structures with the same formula, charge and spin: 483.16 kJ/mol
Frontier orbital gap: 9.634 eV

***

Entry 3:
The molecule C5H7ClN2, computed with ωB97M-V/def2-TZVPD.

The geometry in XYZ format:
```
15
Properties=species:S:1:pos:R:3:forces:R:3:mulliken_charge:R:1
C 2.17436 0.88515 0.76954 -2.9395 -3.1337 -1.7401 -0.63
C 1.19101 0.94170 -0.24212 -0.7844 1.1572 -2.2461 0.23
C 1.49601 -1.19466 1.71902 -4.2101 -5.5637 -0.5440 -0.17
C -2.05643 -0.52799 -0.33111 -4.2357 -1.1125 0.1066 -1.07
C -0.92344 0.00583 -1.02772 0.1108 2.3402 -1.2289 0.09
N 2.04626 -0.17932 1.55927 3.1945 4.0914 3.2345 -0.24
N 0.19999 0.11815 -0.29076 1.4861 -0.0306 1.6962 -0.19
Cl -1.64339 1.56239 -1.88953 0.7808 0.1903 -0.0083 -0.29
H 3.07919 1.31373 0.82250 2.7047 2.2962 -0.1145 0.48
H 1.26026 1.67210 -1.06440 -0.0216 0.4179 0.6430 0.35
H 1.08236 -1.89798 2.48760 1.2715 0.8083 -0.0009 0.23
H -1.68363 -1.50980 -0.00134 -0.7911 0.0030 0.1069 0.31
H -2.50777 0.03707 0.53795 0.8644 -0.4152 -1.0121 0.30
H -2.90701 -0.59023 -1.19725 1.7920 -0.3577 2.4729 0.31
H -0.80775 -0.63615 -1.85164 0.7775 -0.6909 -1.3653 0.28
```
Positions in Å, forces in eV/Å.

Properties
E_HOMO (spin up / spin down): -0.2238 / -0.3555 Eh
Energy above the lowest of the compared OMol25 structures with the same formula, charge and spin: 164.02 kJ/mol
Frontier orbital gap (spin up / spin down): 6.892 / 7.865 eV
Multiplicity: 3

***

Entry 4:
The molecule C5H7ClN2S, computed with ωB97M-V/def2-TZVPD.

The geometry in XYZ format:
```
16
Properties=species:S:1:pos:R:3:forces:R:3:mulliken_charge:R:1
C 0.26160 -0.82962 -0.70042 -0.9918 2.1802 1.8406 -0.16
C -0.70120 -0.59433 -1.63404 0.7609 -0.2238 -1.2487 0.93
C -1.72715 0.47445 -1.56819 -2.9125 0.5125 0.1062 -0.90
C 1.72608 -0.10428 1.36053 1.0157 -1.4025 -0.3938 -1.11
C 0.44149 0.03650 0.58405 -0.3511 -0.8203 -1.4931 -0.05
N 0.99258 -1.88642 -0.93220 3.2345 -0.5407 2.8225 -0.04
N 0.85768 -2.49849 -1.97830 -1.1141 -1.3939 -2.5088 -0.65
S -0.44226 -1.82964 -2.85120 -0.5771 1.1564 0.4609 0.06
Cl -0.90930 -0.41803 1.67130 -0.5429 0.1804 0.3553 -0.18
H -1.55137 1.27901 -0.73856 -0.1731 -1.6304 -1.6670 0.24
H -2.02404 1.00535 -2.57298 0.8569 -1.1389 1.9096 0.31
H -2.68116 -0.14553 -1.23459 1.5132 1.6477 -0.5658 0.27
H 1.47722 -1.09455 1.78267 0.9756 0.5373 0.9070 0.33
H 2.04485 0.70213 2.09780 -0.9353 -1.1575 -0.9852 0.27
H 2.58102 -0.38151 0.68905 -0.6648 0.7379 0.3617 0.30
H 0.21373 1.00072 0.22047 -0.0942 1.3556 0.0987 0.39
```
Positions in Å, forces in eV/Å.

Properties
E_HOMO: -0.3522 Eh
Energy above the lowest of the compared OMol25 structures with the same formula, charge and spin: 0.00 kJ/mol
Frontier orbital gap: 9.946 eV

***

Entry 5:
The molecule C5H7ClO, computed with ωB97M-V/def2-TZVPD.

The geometry in XYZ format:
```
14
Properties=species:S:1:pos:R:3:forces:R:3:mulliken_charge:R:1
C -1.09949 -0.56960 -0.69018 -0.1353 -0.5645 -1.0288 0.07
C -1.24520 0.64941 -1.09243 2.5364 -0.3177 2.9103 -0.89
C -0.09373 -0.98982 0.29671 2.0121 -1.8163 1.4405 -0.54
C 0.99221 0.05842 0.59874 0.0566 0.6813 -3.3262 -0.37
C 0.37215 1.36686 0.88788 -0.5926 0.4082 -1.4191 0.08
O 0.98914 2.56308 0.54438 0.1811 -2.4275 0.5764 -0.44
Cl -0.78288 1.41167 2.17870 0.1614 0.3964 0.3600 -0.18
H -1.68059 -1.33832 -1.19248 -0.1440 -0.3646 0.1512 0.35
H -1.82736 1.21605 -1.68783 -1.8356 1.6101 -1.8786 0.42
H -0.55389 -1.14331 1.28895 -0.1934 -0.5647 -0.4409 0.30
H 0.53071 -1.95497 0.02905 -1.6692 1.6035 0.3356 0.28
H 1.67259 -0.41922 1.31397 0.1700 0.6457 -0.0357 0.34
H 1.42991 0.28502 -0.46427 0.1191 -0.5845 2.0753 0.23
H 0.38727 3.21636 0.85341 -0.6665 1.2947 0.2802 0.34
```
Positions in Å, forces in eV/Å.

Properties
E_HOMO (spin up / spin down): -0.2712 / -0.3013 Eh
Energy above the lowest of the compared OMol25 structures with the same formula, charge and spin: 405.97 kJ/mol
Frontier orbital gap (spin up / spin down): 7.771 / 8.924 eV

***

Entry 6:
The molecule C5H7ClOS, computed with ωB97M-V/def2-TZVPD.

The geometry in XYZ format:
```
15
Properties=species:S:1:pos:R:3:forces:R:3:mulliken_charge:R:1
C -1.46510 0.63253 -0.50944 1.7187 1.6086 -0.8613 -0.58
C -0.16509 0.54817 0.37292 -0.0997 -2.0379 2.1667 0.35
C 0.31460 -1.01230 0.15285 -3.1243 -0.3072 0.6355 -0.87
C 1.69787 -0.44916 0.43634 1.0096 -3.7590 -0.3139 0.21
C 1.33144 0.95071 0.05254 -1.0819 -0.3267 1.3880 -0.20
H -3.08710 -0.03184 -0.70075 -2.5524 0.0490 -0.7097 0.34
H -0.91021 0.52213 -1.55275 -1.7281 0.7323 1.5760 0.25
H -2.07621 1.64400 -0.38197 1.4107 -2.0639 -0.4547 0.33
H -0.12961 0.72525 1.60369 -0.9257 -0.1939 -3.1974 0.24
H -0.07020 -1.33998 -0.90638 1.3228 0.5003 2.0316 0.38
H -0.15574 -1.75374 1.01492 1.3898 1.7327 -2.5265 0.22
H 1.74049 -0.90675 1.47704 1.0175 2.0143 -0.7542 0.26
O -2.37379 -0.50949 -0.35407 2.7784 1.2040 0.7982 -0.46
S 2.22777 2.22969 -0.23915 -0.2784 0.1163 -0.4140 -0.27
Cl 3.12087 -1.24924 -0.46579 -0.8569 0.7311 0.6356 -0.22
```
Positions in Å, forces in eV/Å.

Properties
E_HOMO: -0.3353 Eh
Energy above the lowest of the compared OMol25 structures with the same formula, charge and spin: 365.54 kJ/mol
Frontier orbital gap: 8.305 eV

***

Entry 7:
A structure of composition C5H7EuO3, computed with ωB97M-V/def2-TZVPD.

The geometry in XYZ format:
```
16
Properties=species:S:1:pos:R:3:forces:R:3:mulliken_charge:R:1
O -1.93106 0.95273 -0.49758 0.8685 -0.1675 0.4774 -0.60
C -0.91444 1.38799 -1.00943 -1.6541 1.1091 0.2176 0.83
O -0.38273 2.54809 -0.96787 -0.1589 0.3697 -0.2732 -0.76
Eu -0.42902 2.87217 -3.44013 0.1835 -0.2798 0.9289 0.76
O -0.34684 0.69454 -2.05975 1.6815 -3.6123 -0.1676 -0.41
C 0.09390 -0.78550 -1.76063 -0.4605 1.9389 -2.9239 -0.69
H 0.34487 -1.07634 -2.78717 0.1104 -0.0518 0.0958 0.27
H 1.06398 -0.77862 -1.24791 -0.9526 0.0057 0.6812 0.32
H -0.76058 -1.43896 -1.54451 0.4024 0.6641 1.0071 0.28
C 0.67905 0.53221 2.73010 -1.7133 2.1200 -1.2375 -0.56
C 0.61789 -0.73214 2.42780 -0.4400 -0.2445 -2.3703 0.36
C 0.43024 -1.78726 1.63102 0.4029 -0.1119 2.0615 -0.72
H 0.40608 0.92658 3.70991 0.5977 -0.2335 -0.0416 0.25
H 0.48983 1.34102 1.85203 0.9929 -2.0533 1.9713 0.13
H 1.22856 -2.52817 1.53213 -0.1547 0.2988 -0.3438 0.27
H -0.58973 -2.12835 1.43198 0.2944 0.2483 -0.0826 0.26
```
Positions in Å, forces in eV/Å.

Properties
E_HOMO (spin up / spin down): -0.2077 / -0.3469 Eh
Frontier orbital gap (spin up / spin down): 5.611 / 9.237 eV
Multiplicity: 9

***

Entry 8:
A cluster of 2 separate species, C5H7F in total, computed with ωB97M-V/def2-TZVPD.

The geometry in XYZ format:
```
13
Properties=species:S:1:pos:R:3:forces:R:3:mulliken_charge:R:1
C -2.26836 0.58344 2.15240 1.0896 0.2831 -0.4220 -0.25
C -1.30018 0.43065 1.44183 2.5133 -1.4899 -1.7599 -0.52
C 0.88864 1.17701 -0.29804 -1.7523 -2.3758 1.2351 -1.33
C 0.29552 -1.50214 -0.24092 4.1046 3.8943 0.3996 -1.16
C 0.60231 -0.12244 0.37670 -2.5985 0.0142 3.1498 0.91
F 1.42051 -0.22862 1.44974 -0.3440 -0.3009 -0.4793 -0.25
H -2.80193 1.05916 2.90614 -1.1318 0.1788 0.7546 0.36
H 0.58901 1.05348 -1.26934 -0.7021 0.4758 -2.5752 0.35
H 0.38632 1.89376 0.26442 -0.8951 1.4517 0.3875 0.37
H 1.88179 1.30760 -0.16495 3.4029 0.5921 -0.1245 0.46
H -0.62180 -1.38211 -0.64329 -2.6583 0.0608 -2.3036 0.37
H 1.22742 -1.55284 -0.89105 -1.4483 -1.0459 0.3406 0.35
H 0.18392 -2.13301 0.56904 0.4199 -1.7382 1.3973 0.35
```
Positions in Å, forces in eV/Å.

Properties
E_HOMO: -0.3459 Eh
Energy above the lowest of the compared OMol25 structures with the same formula, charge and spin: 468.58 kJ/mol
Frontier orbital gap: 9.821 eV

***

Entry 9:
The molecule C5H7F3, computed with ωB97M-V/def2-TZVPD.

The geometry in XYZ format:
```
15
Properties=species:S:1:pos:R:3:forces:R:3:mulliken_charge:R:1
C 0.21608 1.03448 1.34262 2.6607 0.6575 0.5311 -0.51
C 0.04094 -0.27042 0.59646 -1.2016 0.3199 -0.2510 1.58
C 0.65334 -1.39549 1.45404 -2.7771 -0.2513 -1.3542 0.00
C -1.44642 -0.57310 0.11463 0.0414 -0.0764 -1.7780 -1.40
C 0.95723 -0.07582 -0.66489 1.1701 -0.6985 2.6727 -1.41
F -0.40984 1.46707 2.46955 -0.2793 -0.9983 -0.7659 -0.25
F 1.82738 -1.19937 1.94631 1.3781 0.0788 1.0139 -0.21
F -0.18149 -2.00838 2.32658 0.7225 0.5577 -0.1254 -0.24
H 1.34122 1.31678 1.43780 -2.0251 -0.2133 -0.2573 0.26
H -2.25124 -0.43946 0.84770 0.5369 0.3275 0.1042 0.37
H -1.54713 -1.66510 -0.18305 0.3845 1.2854 0.1205 0.36
H -1.72546 0.09395 -0.85292 0.8421 -1.5083 2.3396 0.29
H 0.68553 0.91134 -1.03959 0.3871 -0.3977 -0.6838 0.45
H 0.88009 -0.97055 -1.25657 -0.5385 0.1005 -0.8967 0.40
H 2.03467 -0.16416 -0.28318 -1.3018 0.8164 -0.6697 0.33
```
Positions in Å, forces in eV/Å.

Properties
E_HOMO (spin up / spin down): -0.3205 / -0.3114 Eh
Energy above the lowest of the compared OMol25 structures with the same formula, charge and spin: 334.74 kJ/mol
Frontier orbital gap (spin up / spin down): 9.022 / 8.592 eV

***

Entry 10:
A structure of composition C5H7FI2, computed with ωB97M-V/def2-TZVPD.

The geometry in XYZ format:
```
15
Properties=species:S:1:pos:R:3:forces:R:3:mulliken_charge:R:1
C 0.56261 0.11381 -0.59462 0.8616 -0.0724 -0.3552 -0.67
C 0.55309 0.12570 0.94670 -0.5631 -0.4122 -2.1082 -0.76
C 0.83039 1.21965 0.34482 0.4060 -0.1906 0.8944 0.85
C 1.25470 2.59025 0.31499 -2.9665 1.9808 -1.2620 -1.15
C -3.11506 -0.06792 0.53008 -2.4471 0.9136 1.3931 0.26
F -3.42373 0.25347 1.89876 1.0123 -0.7699 -2.1147 -0.20
I -4.30045 1.33655 -0.62465 0.3034 -0.2045 0.1433 0.07
I -3.72296 -2.05642 0.09018 0.3790 0.2347 0.2353 0.15
H 1.40813 -0.33630 -1.11709 0.2183 -0.0212 0.2268 0.24
H -0.25746 0.14254 -1.30082 -0.8624 0.0072 0.4529 0.19
H -2.10987 0.15562 0.25978 0.8427 -0.1666 0.3486 -0.29
H 0.44531 -0.64184 1.63450 -0.1501 -0.5837 1.5473 0.42
H 2.02139 2.69756 -0.38273 1.7127 0.1515 -0.9641 0.33
H 1.41911 3.19999 1.18729 0.1149 -0.4249 0.6194 0.31
H 0.39259 3.10789 -0.26708 1.1383 -0.4418 0.9431 0.25
```
Positions in Å, forces in eV/Å.

Properties
E_HOMO: -0.3440 Eh
Energy above the lowest of the compared OMol25 structures with the same formula, charge and spin: 107.74 kJ/mol
Frontier orbital gap: 9.082 eV

***

Entry 11:
The molecule C5H7FN2, computed with ωB97M-V/def2-TZVPD.

The geometry in XYZ format:
```
15
Properties=species:S:1:pos:R:3:forces:R:3:mulliken_charge:R:1
C -2.39647 -0.15168 0.22153 1.2811 0.4653 0.2958 -0.99
C -0.30207 0.63915 -0.90676 -0.8062 0.4892 -1.3708 -0.57
C 0.99656 0.62041 -0.76062 1.1149 0.3400 1.0907 0.33
C 1.38886 -0.25494 0.43017 -1.2091 0.4040 -1.3737 -0.32
C -0.05039 -0.69755 0.80443 0.1881 -1.0014 -0.7732 0.30
H -2.57457 -0.98920 0.89192 -0.3534 0.2433 0.0074 0.41
H -2.57613 0.83188 0.70450 0.1815 -0.5721 0.0951 0.29
H -3.02365 -0.17932 -0.64264 -0.3832 -0.3029 -0.6134 0.32
H -0.90528 1.22177 -1.53874 -0.2265 0.8438 -1.0573 0.44
H 1.84678 0.29065 1.25108 0.1456 0.0711 -0.0269 0.31
H 2.00092 -1.11550 0.13474 -0.1418 0.1027 0.2411 0.25
H 0.42603 -1.53316 2.38269 -0.6914 -0.3411 -0.3733 0.24
N -0.98115 -0.30815 -0.18606 0.1491 -0.4922 1.9415 0.00
N -0.39335 -1.43439 1.75648 0.5552 -0.1106 1.7826 -0.70
F 1.84538 1.41537 -1.43433 0.1961 -0.1390 0.1344 -0.30
```
Positions in Å, forces in eV/Å.

Properties
E_HOMO: -0.2969 Eh
Energy above the lowest of the compared OMol25 structures with the same formula, charge and spin: 136.22 kJ/mol
Frontier orbital gap: 8.974 eV

***

Entry 12:
The molecule C5H7FOS, computed with ωB97M-V/def2-TZVPD.

The geometry in XYZ format:
```
15
Properties=species:S:1:pos:R:3:forces:R:3:mulliken_charge:R:1
C 0.37280 0.50200 -1.12567 1.3649 -2.0994 7.5741 -0.15
C -0.41493 1.41260 -0.04730 0.0959 4.9175 0.1055 -0.63
C 0.03733 -0.48266 0.97567 -2.8682 -0.0975 2.6479 -0.42
C -0.52560 -1.88808 0.40800 1.8827 -2.1625 1.8419 -0.66
C -0.37070 -0.67959 -0.35112 0.5871 2.3045 -4.4793 0.65
H 2.48768 0.49084 0.32332 -0.5615 0.1304 -0.9808 0.15
H -0.04836 0.83469 -1.93642 -1.4223 1.1788 -5.3247 0.46
H -1.45119 1.71286 -0.57544 2.8531 0.2216 1.7461 0.27
H 0.15660 2.31941 0.21290 -0.0669 -0.1781 -0.3386 0.42
H 1.03254 -0.56923 1.29750 1.0512 -0.1733 0.1272 0.32
H -1.58611 -2.13086 0.45640 0.4124 -0.5680 0.2238 0.30
H 0.36359 -2.73878 0.57471 -2.8124 2.4544 -0.7862 0.22
O -0.60550 0.77497 1.31487 1.4310 -1.1056 -1.9046 -0.40
F -1.71357 -0.04569 -0.48874 -0.6178 -4.9017 -0.5576 -0.31
S 2.26542 0.48750 -1.03869 -1.3294 0.0788 0.1053 -0.21
```
Positions in Å, forces in eV/Å.

Properties
E_HOMO: -0.3472 Eh
Energy above the lowest of the compared OMol25 structures with the same formula, charge and spin: 630.93 kJ/mol
Frontier orbital gap: 10.043 eV